No. 1
Entry from the OMol25 dataset: the molecule C4H9N5O at a distorted geometry (wB97M-V/def2-TZVPD).

ORCA input file:
```
! RIJCOSX wB97M-V def2-TZVPD def2/J DEFGRID3
* xyz 0 3
C -2.353 0.048 0.134
C 0.133 -0.014 0.103
C 0.354 -1.039 -0.935
C -1.092 -0.232 0.934
N 0.788 1.060 0.291
N 1.878 1.294 -0.436
N 2.542 -0.561 0.575
N 2.832 0.486 -0.174
N -2.603 1.352 -0.128
O -3.017 -0.889 -0.249
H 0.568 -1.914 -0.397
H 1.095 -0.682 -1.589
H -0.595 -1.228 -1.394
H -0.918 0.324 1.878
H -1.179 -1.257 1.148
H 3.333 -0.963 1.051
H 3.712 0.509 -0.645
H -2.077 2.039 0.361
H -3.401 1.667 -0.528
*
```

Summary:
HOMO-LUMO gap (spin up / spin down) = 7.25 / 8.19 eV
Max |F| = 6.146 eV Å⁻¹
Energy relative to the best compared isomer or geometry (same formula, charge and spin) = 0.836 eV

---

No. 2
Entry from the OMol25 dataset: the molecule C6H7NO2 at a distorted geometry (wB97M-V/def2-TZVPD).

ORCA input file:
```
! RIJCOSX wB97M-V def2-TZVPD def2/J DEFGRID3
* xyz 0 1
O -1.349 0.911 -2.446
C -1.394 1.742 -1.312
C -0.799 1.528 -0.108
C -0.073 0.342 0.390
C 0.506 0.228 1.658
N 1.567 -0.753 1.697
C 1.479 -1.395 0.466
C 0.662 -0.686 -0.273
O 0.158 -1.258 -1.427
H -1.272 -0.230 -2.210
H -2.024 2.564 -1.628
H -0.902 2.203 0.734
H 0.079 0.820 2.623
H 1.780 -1.476 2.629
H 1.929 -2.333 0.355
H -0.348 -2.205 -1.148
*
```

Summary:
HOMO-LUMO gap = 8.24 eV
Max |F| = 5.161 eV Å⁻¹
SMILES = O/C=C\c1c[nH]cc1O
Energy relative to the best compared isomer or geometry (same formula, charge and spin) = 4.110 eV

---

No. 3
Entry from the OMol25 dataset: the molecule C6H12N2 at a distorted geometry (wB97M-V/def2-TZVPD).

ORCA input file:
```
! RIJCOSX wB97M-V def2-TZVPD def2/J DEFGRID3
* xyz 0 1
H 2.591 -1.607 -1.506
N 2.080 -0.890 -0.999
C 1.431 -1.329 -0.012
N 1.097 -0.597 1.335
C 0.371 0.338 0.582
C 1.120 1.626 0.359
C -0.831 0.086 -0.013
C -1.404 1.090 -0.976
C -1.728 -1.052 0.362
H 1.349 -2.384 0.281
H 0.580 -1.180 1.979
H 0.592 2.443 0.852
H 1.217 1.853 -0.698
H 2.118 1.545 0.767
H -0.728 1.201 -1.830
H -1.519 2.079 -0.507
H -2.393 0.784 -1.326
H -1.236 -1.772 1.005
H -2.091 -1.556 -0.537
H -2.615 -0.677 0.884
*
```

Summary:
HOMO-LUMO gap = 8.86 eV
Max |F| = 4.676 eV Å⁻¹
SMILES = [H]/N=C/NC(C)=C(C)C
Energy relative to the best compared isomer or geometry (same formula, charge and spin) = 2.575 eV

---

Calculated E in order - -13786.275, -11916.321, -9394.275 eV